C21H20F3NO7S | ωB97M-V with the def2-TZVPD basis set

Output
HOMO-LUMO gap	8.932	eV
charge	0
structure (SMILES)	CCOC(=O)[C@H]1CN(S(=O)(=O)c2cccc(C(F)(F)F)c2)c2cc(CC(=O)OC)ccc2O1

Atoms and positions in Å:
C1 -5.80 -2.00 1.03
C2 -4.35 -1.80 0.64
O1 -4.25 -0.58 -0.11
C3 -3.11 -0.37 -0.73
O2 -2.20 -1.15 -0.84
C4 -3.08 1.03 -1.35
C5 -2.58 2.02 -0.28
N1 -1.22 1.72 0.08
S1 -1.01 0.93 1.57
O3 -2.21 0.19 1.83
O4 -0.67 1.94 2.53
C6 0.38 -0.21 1.46
C7 1.29 -0.15 2.50
C8 2.35 -1.04 2.54
C9 2.51 -1.97 1.52
C10 1.59 -2.01 0.49
C11 1.74 -2.98 -0.65
F1 2.82 -3.77 -0.53
F2 0.69 -3.80 -0.77
F3 1.87 -2.35 -1.83
C12 0.50 -1.15 0.46
C13 -0.37 1.44 -0.99
C14 1.01 1.53 -0.84
C15 1.86 1.24 -1.88
C16 3.36 1.36 -1.72
C17 3.79 0.99 -0.32
O5 3.97 -0.13 0.07
O6 3.92 2.08 0.44
C18 4.29 1.91 1.80
C19 1.32 0.86 -3.11
C20 -0.04 0.81 -3.29
C21 -0.91 1.09 -2.24
O7 -2.25 1.07 -2.49
H1 -5.90 -2.91 1.62
H2 -6.43 -2.08 0.15
H3 -6.14 -1.16 1.63
H4 -3.98 -2.63 0.02
H5 -3.70 -1.70 1.52
H6 -4.09 1.31 -1.69
H7 -2.62 3.04 -0.68
H8 -3.19 1.95 0.62
H9 1.15 0.60 3.26
H10 3.05 -1.01 3.36
H11 3.35 -2.65 1.53
H12 -0.23 -1.22 -0.33
H13 1.38 1.86 0.12
H14 3.66 2.40 -1.92
H15 3.85 0.70 -2.43
H16 3.42 2.05 2.43
H17 4.69 0.90 1.95
H18 5.05 2.66 2.03
H19 1.98 0.62 -3.93
H20 -0.47 0.53 -4.24

Results of the Löwdin charge analysis, in e, for atoms 1 through 6: -0.058, -0.203, 0.023, -0.455, 0.127, -0.172


C2H2FNS | ωB97M-V with the def2-TZVPD basis set

Output
HOMO-LUMO gap	9.871	eV
charge	0
structure (SMILES)	N#CCSF

Atoms and positions in Å:
N1 0.62 -2.15 -1.16
C1 0.47 -1.08 -0.71
C2 0.29 0.08 0.07
S1 -1.51 0.49 0.14
F1 -1.31 1.94 0.84
H1 0.77 1.08 -0.29
H2 0.68 -0.37 1.12

Results of the Löwdin charge analysis, in e, for atoms 1 through 6: 0.159, -0.363, -0.476, 0.894, -0.486, 0.124


C15H40F6N7O11P | ωB97M-V with the def2-TZVPD basis set

Output
HOMO-LUMO gap	7.775	eV
charge	+2

Atoms and positions in Å:
C1 -0.46 3.59 -1.08
C2 -1.76 3.40 -0.37
O1 -2.35 4.25 0.20
N1 -2.28 2.00 -0.32
H1 -1.88 1.44 -1.09
H2 -1.97 1.57 0.57
C3 -3.79 1.91 -0.41
H3 -0.57 3.24 -2.11
H4 0.38 3.09 -0.60
H5 -0.26 4.66 -1.11
H6 -3.98 2.42 -1.35
H7 -4.22 2.51 0.38
H8 -4.12 0.88 -0.44
C4 3.28 2.84 2.88
C5 1.82 2.89 2.50
O2 1.32 3.66 1.77
N2 0.94 1.79 3.11
H9 0.20 1.51 2.45
H10 1.58 1.01 3.22
C6 0.39 2.38 4.39
H11 3.36 2.62 3.94
H12 3.62 3.87 2.76
H13 3.86 2.17 2.26
H14 -0.22 1.63 4.89
H15 -0.25 3.22 4.12
H16 1.25 2.65 4.99
C7 -2.16 -1.13 2.68
C8 -0.97 -1.22 3.58
O3 -0.83 -0.80 4.67
N3 0.24 -1.92 2.92
H17 0.18 -1.67 1.91
H18 1.09 -1.49 3.28
C9 0.20 -3.41 3.14
H19 -2.89 -0.46 3.11
H20 -2.65 -2.10 2.58
H21 -1.78 -0.66 1.77
H22 0.00 -3.56 4.20
H23 1.16 -3.84 2.90
H24 -0.62 -3.81 2.55
C10 4.03 1.27 -1.97
C11 4.07 0.33 -3.12
O4 5.04 -0.14 -3.61
N4 2.74 -0.19 -3.59
H25 2.87 -1.18 -3.79
H26 2.06 -0.17 -2.81
C12 2.27 0.51 -4.84
H27 3.22 1.98 -2.16
H28 4.94 1.85 -1.83
H29 3.73 0.81 -1.03
H30 1.44 -0.08 -5.21
H31 3.08 0.44 -5.57
H32 2.04 1.56 -4.71
C13 -2.08 -3.78 -1.28
C14 -0.98 -4.35 -2.11
O5 -0.98 -5.33 -2.77
N5 0.35 -3.59 -1.99
H33 0.77 -3.51 -2.92
H34 0.18 -2.59 -1.78
C15 1.23 -4.22 -0.97
H35 -1.77 -3.41 -0.30
H36 -2.77 -4.61 -1.09
H37 -2.69 -3.02 -1.77
H38 0.77 -4.13 0.01
H39 2.18 -3.68 -0.89
H40 1.43 -5.24 -1.28
P1 -1.81 -0.37 -3.27
F1 -3.25 -1.02 -3.37
F2 -1.71 -0.21 -4.86
F3 -2.41 1.14 -3.16
F4 -0.31 0.29 -3.14
F5 -1.89 -0.50 -1.64
F6 -1.07 -1.83 -3.35
N6 -2.92 1.78 3.03
O6 -3.90 2.18 2.43
O7 -2.90 1.55 4.24
O8 -1.83 1.56 2.36
N7 0.49 -0.32 -0.19
O9 0.19 0.54 0.66
O10 0.07 -1.50 -0.03
O11 1.16 0.02 -1.15

Results of the Löwdin charge analysis, in e, for atoms 1 through 6: 0.031, -0.405, 0.195, 0.068, 0.104, 0.100


C11H40O9 | ωB97M-V with the def2-TZVPD basis set

Output
HOMO-LUMO gap	10.529	eV
charge	0
structure (SMILES)	CCO.CCO.CO.CO.CO.CO.CO.CO.CO

Atoms and positions in Å:
C1 0.48 0.51 0.41
C2 1.21 -0.52 -0.50
O1 0.33 -0.53 -1.61
H1 0.56 1.55 0.09
H2 0.96 0.53 1.39
H3 -0.60 0.33 0.43
H4 1.44 -1.52 -0.14
H5 2.19 -0.11 -0.75
H6 0.12 0.40 -1.70
C3 -0.83 3.54 1.91
C4 -2.07 4.39 1.54
O2 -1.49 5.48 0.78
H7 -1.04 2.70 2.57
H8 -0.01 4.16 2.28
H9 -0.35 3.13 1.02
H10 -2.56 4.78 2.43
H11 -2.86 3.86 1.02
H12 -2.13 6.13 1.05
C5 4.30 -2.97 -0.05
O3 3.37 -3.97 -0.42
H13 4.01 -2.10 -0.65
H14 4.24 -2.75 1.01
H15 5.31 -3.31 -0.28
H16 3.41 -4.10 -1.37
C6 -1.50 2.97 -2.45
O4 -0.18 2.55 -2.34
H17 -2.19 2.21 -2.07
H18 -1.61 3.88 -1.86
H19 -1.85 3.19 -3.46
H20 0.07 2.12 -3.16
C7 1.98 0.32 -4.58
O5 0.84 1.17 -4.76
H21 2.97 0.69 -4.84
H22 2.02 -0.12 -3.58
H23 1.76 -0.58 -5.16
H24 0.40 0.95 -5.59
C8 0.93 0.76 5.21
O6 2.42 0.91 5.13
H25 0.59 1.48 5.96
H26 0.57 1.02 4.22
H27 0.56 -0.24 5.42
H28 2.68 1.49 4.41
C9 -1.43 -1.62 3.68
O7 -1.68 -1.48 5.04
H29 -2.11 -2.28 3.13
H30 -1.26 -0.66 3.18
H31 -0.43 -2.05 3.57
H32 -1.72 -2.37 5.39
C10 -3.09 -1.98 -0.54
O8 -4.12 -2.03 0.48
H33 -3.25 -2.66 -1.38
H34 -3.00 -0.95 -0.89
H35 -2.09 -2.13 -0.14
H36 -4.07 -2.91 0.86
C11 -0.23 -3.78 -3.43
O9 0.88 -3.23 -2.70
H37 -0.68 -4.56 -2.83
H38 -0.97 -3.03 -3.73
H39 0.14 -4.29 -4.32
H40 0.65 -2.36 -2.36

Results of the Löwdin charge analysis, in e, for atoms 1 through 6: -0.076, -0.265, -0.116, 0.049, 0.068, 0.077


The LUMO results, record by record, are as follows: 0.017 0.000 -0.220 0.018 Eh.
The energy above the lowest of the compared OMol25 structures with the same formula, charge and spin results, record by record, are as follows: 6.0 1.8 0.0 108.7 kcal/mol.